Entry 1:
Molecular formula: C22H25NO5S
Method: DFT, ωB97M-V/def2-TZVPD

Structure (ORCA input):
```
! RIJCOSX wB97M-V def2-TZVPD def2/J DEFGRID3
* xyz 0 1
C -1.985 3.854 -2.326
H -1.285 4.002 -1.566
O -1.636 2.405 -2.808
C -1.975 1.467 -2.035
C -2.499 1.576 -0.897
C -2.679 0.576 0.054
C -2.486 -0.627 -0.373
C -1.819 -0.902 -1.878
C -1.662 0.279 -2.623
H -1.455 0.137 -3.580
C -1.457 -2.155 -2.323
H -0.447 -2.419 -2.393
H -2.359 -3.065 -2.090
H -1.816 -2.200 -3.387
C -2.379 -1.928 0.383
O -3.507 -2.126 1.139
C -1.236 -2.557 0.788
H -0.631 -2.663 -0.109
C -0.990 -3.932 1.623
C 0.325 -4.262 1.896
C 1.235 -3.239 2.346
N 1.173 -1.819 1.891
S 2.179 -1.823 0.468
O 3.386 -2.197 0.886
O 1.736 -2.477 -0.945
C 2.111 -0.148 0.225
C 1.247 0.504 -0.921
C 1.493 1.867 -0.862
C 1.865 2.793 0.139
C 2.573 2.057 1.171
C 2.828 0.673 1.181
H 3.255 0.179 1.847
H 3.135 2.641 1.927
C 1.659 4.174 -0.087
O 0.772 4.678 -0.642
C 2.974 4.992 0.799
H 3.876 4.571 0.317
H 2.620 6.121 0.592
H 2.682 4.995 1.779
H 0.892 2.535 -1.610
H 0.817 -0.136 -1.465
C -0.227 -1.300 1.759
H -0.203 -0.459 1.000
H -0.782 -1.272 2.503
H 2.341 -3.474 2.370
H 0.816 -3.242 3.482
H 0.219 -5.302 2.413
H 0.586 -4.689 0.816
H -1.590 -4.618 1.047
H -1.517 -3.486 2.614
H -2.871 0.569 1.060
H -2.533 2.584 -0.288
H -2.902 3.813 -2.105
H -1.870 4.476 -3.202
*
```

Properties
- maximum force (eV/A) = 13.212
- LUMO energy (eV) = -1.154
- SMILES = COc1ccc(C(=O)[C@@H]2CCCN(S(=O)(=O)c3ccc(C(C)=O)cc3)C2)c(C)c1
- molar mass (g/mol) = 415.51


Entry 2:
Molecular formula: C22H26AsBiN4O7P2S
Method: DFT, ωB97M-V/def2-TZVPD

Structure (ORCA input):
```
! RIJCOSX wB97M-V def2-TZVPD def2/J DEFGRID3
* xyz 0 1
Bi 0.042 -0.941 0.266
N 1.184 -2.776 4.384
C 1.175 -2.239 3.139
S -0.258 -2.627 2.204
N 2.215 -1.527 2.817
N 2.165 -0.956 1.576
C 3.253 -0.439 1.132
C 4.541 -0.498 1.870
C 5.171 0.683 2.247
C 6.384 0.642 2.920
C 6.979 -0.579 3.198
C 6.358 -1.759 2.811
C 5.138 -1.721 2.156
C 3.235 0.210 -0.207
C 4.409 0.392 -0.924
C 4.328 0.923 -2.203
C 3.091 1.259 -2.719
C 1.967 1.049 -1.932
N 2.043 0.550 -0.704
H 0.508 -3.478 4.620
H 2.045 -2.728 4.903
H 4.709 1.635 2.015
H 6.864 1.564 3.220
H 7.929 -0.612 3.716
H 6.823 -2.713 3.022
H 4.643 -2.637 1.860
H 5.359 0.100 -0.501
H 5.225 1.054 -2.793
H 2.984 1.655 -3.718
H 0.971 1.250 -2.306
O 0.937 -4.551 -1.472
P 1.237 -3.130 -2.139
O 2.336 -3.164 -3.103
O 1.350 -2.157 -0.953
O -0.170 -2.784 -2.879
P -1.288 -1.808 -2.271
O -2.577 -2.173 -3.122
O -0.871 -0.380 -2.403
O -1.531 -2.236 -0.828
H 1.313 -5.253 -2.016
H -2.650 -1.617 -3.907
C -4.258 1.463 2.043
As -2.849 0.964 0.783
C -2.387 2.764 0.168
C -3.916 0.365 -0.773
C -5.015 1.285 -1.197
C -4.782 2.277 -2.148
C -5.790 3.151 -2.529
C -7.053 3.048 -1.965
C -7.302 2.059 -1.024
C -6.292 1.187 -0.645
H -4.976 2.128 1.565
H -3.798 1.967 2.892
H -4.768 0.572 2.407
H -3.290 3.302 -0.117
H -1.717 2.706 -0.690
H -1.884 3.301 0.971
H -4.295 -0.624 -0.512
H -3.182 0.237 -1.569
H -3.800 2.356 -2.600
H -5.588 3.912 -3.273
H -7.841 3.727 -2.263
H -8.287 1.962 -0.586
H -6.495 0.410 0.083
*
```

Properties
- maximum force (eV/A) = 0.187
- LUMO energy (eV) = -0.525
- molar mass (g/mol) = 836.39


Entry 3:
Molecular formula: C22H26BBr12FNO7PS2
Method: DFT, ωB97M-V/def2-TZVPD

Structure (ORCA input):
```
! RIJCOSX wB97M-V def2-TZVPD def2/J DEFGRID3
* xyz 0 1
C 3.296 4.084 -0.322
C 3.596 3.441 -1.751
C 2.502 3.763 -2.840
N 1.460 2.722 -3.030
C 1.178 1.928 -1.860
C 1.725 0.548 -1.889
C 2.492 0.071 -3.149
B 4.088 -0.055 -2.969
O 4.763 -0.527 -1.841
O 4.904 0.345 -4.055
C 1.532 -0.369 -0.783
C 0.774 0.122 0.400
C 0.217 1.478 0.480
C -0.530 1.842 1.799
C -2.051 1.361 1.724
F -0.396 3.188 2.187
C 0.396 2.402 -0.681
P -0.353 4.123 -0.672
O -0.326 4.868 -2.159
O 0.366 5.155 0.401
S -2.234 4.005 -0.163
C 0.595 -0.930 1.538
O -0.402 -1.045 2.210
C 1.776 -1.933 1.780
C 2.079 -2.443 3.214
C 3.301 -1.647 3.788
O 3.885 -1.928 4.803
C 2.468 -2.343 0.677
S 3.817 -3.532 0.971
C 2.092 -1.833 -0.758
O 2.199 -2.530 -1.728
H 4.293 4.329 0.148
H 2.792 3.378 0.378
H 2.772 5.058 -0.460
H 3.866 2.361 -1.658
H 4.536 3.963 -2.094
H 3.055 3.838 -3.825
H 2.113 4.794 -2.635
H 0.616 3.072 -3.476
H 2.088 -0.941 -3.444
H 2.317 0.720 -4.052
H 4.240 -0.422 -1.029
H 4.436 1.011 -4.584
H -0.084 1.238 2.639
H -2.768 2.209 1.787
H -2.233 0.563 2.495
H -2.147 0.843 0.731
H -0.931 4.407 -2.771
H 0.729 5.944 -0.054
H 2.250 -3.555 3.200
H 1.215 -2.295 3.925
H 3.622 -0.720 3.222
H 4.741 -3.196 0.008
C -4.329 -1.637 -0.158
Br -2.411 -1.871 -0.076
Br -5.188 -2.181 1.486
Br -4.814 0.167 -0.661
H -4.696 -2.294 -0.941
C 2.607 0.287 7.558
Br 3.749 1.607 8.390
Br 1.250 -0.360 8.775
Br 1.837 0.942 5.910
H 3.234 -0.561 7.300
C -7.299 -3.559 -2.797
Br -6.019 -4.736 -1.949
Br -8.363 -2.594 -1.501
Br -6.449 -2.366 -4.059
H -7.981 -4.188 -3.362
C -9.250 -7.609 -1.564
Br -8.411 -8.059 0.119
Br -10.283 -5.979 -1.439
Br -7.965 -7.530 -3.007
H -9.944 -8.409 -1.799
*
```

Properties
- maximum force (eV/A) = 3.093
- LUMO energy (eV) = -1.586
- molar mass (g/mol) = 1500.22


Entry 4:
Molecular formula: C22H26BBrN6O6RhSe
Method: DFT, ωB97M-V/def2-TZVPD

Structure (ORCA input):
```
! RIJCOSX wB97M-V def2-TZVPD def2/J DEFGRID3
* xyz -1 5
Rh -1.706 1.305 0.089
C -4.983 -0.603 0.217
C -3.731 -1.408 0.266
C -3.596 -2.803 0.378
C -2.237 -3.052 0.369
C -1.513 -4.355 0.445
N -1.609 -1.867 0.257
N -2.519 -0.872 0.195
B -0.099 -1.559 0.173
N 0.245 -0.663 1.380
N -0.614 0.302 1.776
C -0.131 0.865 2.878
C -0.815 2.007 3.547
C 1.055 0.205 3.234
C 1.255 -0.758 2.260
C 2.354 -1.761 2.151
N 0.132 -0.826 -1.172
N -0.765 0.092 -1.585
C -0.499 0.416 -2.843
C -1.319 1.417 -3.581
C 0.620 -0.321 -3.262
C 0.991 -1.092 -2.175
C 2.140 -2.034 -2.043
H -5.848 -1.249 0.358
H -5.062 -0.086 -0.739
H -4.964 0.166 0.989
H -4.393 -3.525 0.451
H -2.230 -5.170 0.521
H -0.855 -4.389 1.314
H -0.900 -4.509 -0.445
H 0.552 -2.559 0.208
H -1.869 2.017 3.273
H -0.385 2.955 3.218
H -0.704 1.930 4.628
H 1.687 0.407 4.084
H 3.118 -1.544 2.892
H 2.813 -1.742 1.162
H 1.973 -2.771 2.322
H -2.309 1.492 -3.130
H -1.406 1.136 -4.631
H -0.839 2.393 -3.511
H 1.089 -0.298 -4.232
H 2.666 -2.103 -2.993
H 1.809 -3.031 -1.749
H 2.842 -1.675 -1.286
O -4.735 4.121 0.664
Se -3.601 3.011 0.552
O -3.644 2.097 -0.842
O -3.611 1.873 1.737
O -2.053 3.570 0.555
Br 5.092 1.175 2.445
C 4.407 1.438 0.685
C 5.262 1.277 -0.392
C 4.769 1.500 -1.671
C 3.449 1.886 -1.854
C 2.604 2.025 -0.762
C 3.080 1.791 0.523
C 1.135 2.394 -0.999
O 0.841 2.969 -2.039
O 0.384 2.041 -0.029
H 6.293 0.991 -0.235
H 5.425 1.383 -2.525
H 3.048 2.086 -2.838
H 2.409 1.894 1.366
*
```

Properties
- maximum force (eV/A) = 1.432
- LUMO energy (spin up / spin down) (eV) = 2.283 / 0.453
- molar mass (g/mol) = 743.07
- ΔE to the lowest compared entry with this formula, charge and spin (eV) = 0.008


Question: What is the maximum force in the first record?
Answer: 13.212 eV/A


Question: Among the records above, which one has the highest maximum force?
Answer: C22H25NO5S


What did the third record say?
Molecular formula: C22H26BBr12FNO7PS2
Method: DFT, ωB97M-V/def2-TZVPD

Structure (ORCA input):
```
! RIJCOSX wB97M-V def2-TZVPD def2/J DEFGRID3
* xyz 0 1
C 3.296 4.084 -0.322
C 3.596 3.441 -1.751
C 2.502 3.763 -2.840
N 1.460 2.722 -3.030
C 1.178 1.928 -1.860
C 1.725 0.548 -1.889
C 2.492 0.071 -3.149
B 4.088 -0.055 -2.969
O 4.763 -0.527 -1.841
O 4.904 0.345 -4.055
C 1.532 -0.369 -0.783
C 0.774 0.122 0.400
C 0.217 1.478 0.480
C -0.530 1.842 1.799
C -2.051 1.361 1.724
F -0.396 3.188 2.187
C 0.396 2.402 -0.681
P -0.353 4.123 -0.672
O -0.326 4.868 -2.159
O 0.366 5.155 0.401
S -2.234 4.005 -0.163
C 0.595 -0.930 1.538
O -0.402 -1.045 2.210
C 1.776 -1.933 1.780
C 2.079 -2.443 3.214
C 3.301 -1.647 3.788
O 3.885 -1.928 4.803
C 2.468 -2.343 0.677
S 3.817 -3.532 0.971
C 2.092 -1.833 -0.758
O 2.199 -2.530 -1.728
H 4.293 4.329 0.148
H 2.792 3.378 0.378
H 2.772 5.058 -0.460
H 3.866 2.361 -1.658
H 4.536 3.963 -2.094
H 3.055 3.838 -3.825
H 2.113 4.794 -2.635
H 0.616 3.072 -3.476
H 2.088 -0.941 -3.444
H 2.317 0.720 -4.052
H 4.240 -0.422 -1.029
H 4.436 1.011 -4.584
H -0.084 1.238 2.639
H -2.768 2.209 1.787
H -2.233 0.563 2.495
H -2.147 0.843 0.731
H -0.931 4.407 -2.771
H 0.729 5.944 -0.054
H 2.250 -3.555 3.200
H 1.215 -2.295 3.925
H 3.622 -0.720 3.222
H 4.741 -3.196 0.008
C -4.329 -1.637 -0.158
Br -2.411 -1.871 -0.076
Br -5.188 -2.181 1.486
Br -4.814 0.167 -0.661
H -4.696 -2.294 -0.941
C 2.607 0.287 7.558
Br 3.749 1.607 8.390
Br 1.250 -0.360 8.775
Br 1.837 0.942 5.910
H 3.234 -0.561 7.300
C -7.299 -3.559 -2.797
Br -6.019 -4.736 -1.949
Br -8.363 -2.594 -1.501
Br -6.449 -2.366 -4.059
H -7.981 -4.188 -3.362
C -9.250 -7.609 -1.564
Br -8.411 -8.059 0.119
Br -10.283 -5.979 -1.439
Br -7.965 -7.530 -3.007
H -9.944 -8.409 -1.799
*
```

Properties
- maximum force (eV/A) = 3.093
- LUMO energy (eV) = -1.586
- molar mass (g/mol) = 1500.22


Question: The highest molar mass belongs to which entry?
Answer: C22H26BBr12FNO7PS2